Entry 1:
Density functional theory data (ωB97M-V with the def2-TZVPD basis set) for a 9-piece molecular cluster, C80H59Cl6NO10 overall at a distorted geometry.

Properties
Relative energy (zero: lowest compared OMol25 entry of this formula, charge and spin), eV: 0.000
LUMO energy, eV: -1.59
Kohn-Sham gap, eV: 7.7
SMILES: O=C1c2ccccc2C(=O)c2ccccc21.O=C1c2ccccc2C(=O)c2ccccc21.O=C1c2ccccc2C(=O)c2ccccc21.O=C1c2ccccc2C(=O)c2ccccc21.O=C1c2ccccc2C(=O)c2ccccc21.CCCC#N.ClCCCl.ClCCCl.ClCCCl
2S+1: 1

Atoms and positions in Å:
Cl: 0.76921 5.68985 2.62188
C: 0.49459 6.06813 0.88434
C: -0.96495 6.34404 0.60194
Cl: -1.47415 7.91240 1.29485
H: 0.73013 5.18792 0.27796
H: 1.17829 6.79429 0.44925
H: -1.64970 5.61756 1.02128
H: -1.13652 6.40916 -0.46970
Cl: 2.77914 -0.51266 0.69344
C: 1.14302 -0.05439 0.07131
C: 1.17425 1.22200 -0.78769
Cl: 1.99060 2.53878 0.04888
H: 0.53999 0.10221 0.95708
H: 0.86137 -0.86629 -0.58964
H: 0.12310 1.45955 -0.96851
H: 1.58547 1.07391 -1.78251
Cl: 4.48050 -0.84057 5.59936
C: 4.43917 -1.00135 3.84671
C: 5.35953 -2.09869 3.33149
Cl: 7.08040 -1.69145 3.76323
H: 4.87865 -0.06884 3.48432
H: 3.42514 -1.04762 3.45509
H: 5.24034 -2.25389 2.26361
H: 5.19886 -3.03414 3.86052
C: -5.02737 4.21921 -3.47919
C: -4.45866 3.04967 -2.64474
C: -2.94334 2.96917 -2.81360
C: -2.10091 3.33533 -1.67453
N: -1.44910 3.63907 -0.78057
H: -6.00438 4.51826 -3.09989
H: -5.17582 3.96845 -4.53126
H: -4.36353 5.08575 -3.47672
H: -4.89474 2.15430 -3.09296
H: -4.81837 3.09967 -1.62087
H: -2.58829 3.42071 -3.73640
H: -2.58616 1.93208 -2.93065
C: 12.23738 0.50243 4.02041
C: 12.35173 -0.52522 3.08177
C: 11.43009 -0.64874 2.06372
C: 10.29162 0.15494 2.02283
C: 10.08796 1.06677 3.06891
C: 11.11179 1.28487 4.01074
C: 8.89006 1.90431 3.09129
O: 8.82273 2.89249 3.79634
C: 7.80116 1.60811 2.13544
C: 6.60438 2.31411 2.16916
C: 5.61904 2.08762 1.23221
C: 5.75858 1.08847 0.27478
C: 6.98897 0.45538 0.12092
C: 7.98271 0.74937 1.04317
C: 9.24727 -0.08190 0.98060
O: 9.41151 -0.87874 0.09268
H: 13.02091 0.63436 4.75407
H: 13.25499 -1.11706 3.00193
H: 11.52729 -1.41486 1.30455
H: 10.92195 2.10449 4.69062
H: 6.40270 3.06888 2.92008
H: 4.68894 2.64005 1.27836
H: 4.91641 0.86030 -0.36290
H: 7.15037 -0.29093 -0.64201
C: -5.21386 -2.40229 -3.95373
C: -3.82218 -2.48449 -4.01299
C: -3.10722 -1.71752 -3.11513
C: -3.71511 -0.89217 -2.18981
C: -5.11320 -0.87396 -2.08902
C: -5.85184 -1.71260 -2.93054
C: -5.83000 -0.11040 -1.02067
O: -7.02462 -0.12326 -0.93139
C: -4.96194 0.63027 -0.05456
C: -5.55593 1.23577 1.05496
C: -4.79844 1.84820 2.03183
C: -3.40999 1.80882 1.98709
C: -2.80629 1.12755 0.94305
C: -3.56722 0.57767 -0.09873
C: -2.89124 -0.17188 -1.17184
O: -1.68899 -0.27263 -1.22873
H: -5.80608 -3.10288 -4.53125
H: -3.39280 -3.14956 -4.74643
H: -2.02210 -1.75674 -3.05702
H: -6.92283 -1.81558 -2.82625
H: -6.63778 1.22787 1.11097
H: -5.29194 2.32109 2.87274
H: -2.77415 2.26976 2.73093
H: -1.73565 0.97478 0.96172
C: -0.16303 -3.62189 -5.81618
C: 0.93575 -3.20372 -5.06791
C: 1.09742 -1.85906 -4.76469
C: 0.13853 -0.93627 -5.15182
C: -0.94730 -1.39672 -5.90982
C: -1.12592 -2.71535 -6.26347
C: -1.89515 -0.39015 -6.49199
O: -2.82571 -0.77813 -7.15643
C: -1.65684 1.05468 -6.24244
C: -2.49259 1.96386 -6.89834
C: -2.30075 3.31630 -6.67916
C: -1.31970 3.81576 -5.81770
C: -0.48084 2.85864 -5.26636
C: -0.58718 1.48566 -5.43914
C: 0.34285 0.50757 -4.83694
O: 1.26639 0.85553 -4.13978
H: -0.15528 -4.65052 -6.15656
H: 1.59332 -3.98885 -4.72632
H: 1.97868 -1.59564 -4.19332
H: -1.98536 -3.05840 -6.81540
H: -3.29717 1.66424 -7.55108
H: -3.02478 3.94942 -7.18277
H: -1.14132 4.87521 -5.72556
H: 0.32986 3.26691 -4.66885
C: -0.78680 -5.42975 -2.97400
C: 0.11511 -4.62670 -2.26681
C: -0.41349 -3.82029 -1.26397
C: -1.74358 -3.90129 -0.88773
C: -2.62613 -4.69132 -1.61303
C: -2.13328 -5.48837 -2.63719
C: -4.08422 -4.74527 -1.32733
O: -4.83824 -5.42404 -1.99141
C: -4.59965 -3.81540 -0.29479
C: -5.97863 -3.73038 -0.09152
C: -6.48312 -2.90438 0.89231
C: -5.61110 -2.15269 1.67785
C: -4.24005 -2.23813 1.48712
C: -3.72548 -3.06981 0.49232
C: -2.25182 -3.13993 0.28627
O: -1.51018 -2.52083 1.01681
H: -0.49219 -6.14248 -3.73622
H: 1.14940 -4.59633 -2.56772
H: 0.26079 -3.19914 -0.68595
H: -2.77716 -6.12390 -3.22836
H: -6.62228 -4.27906 -0.76523
H: -7.54596 -2.80322 1.06734
H: -5.98946 -1.49626 2.45031
H: -3.59583 -1.62491 2.10220
C: -3.06546 -3.18567 6.13407
C: -2.27792 -3.75193 5.14197
C: -1.31462 -2.99028 4.49720
C: -0.97694 -1.73272 4.98658
C: -1.69378 -1.21981 6.07576
C: -2.73041 -1.95259 6.65657
C: -1.39500 0.13559 6.63020
O: -1.90571 0.52171 7.64789
C: -0.46891 0.96932 5.83084
C: -0.32866 2.31652 6.20419
C: 0.37401 3.19913 5.39274
C: 1.10004 2.70247 4.31676
C: 0.98046 1.37869 3.96950
C: 0.21864 0.49751 4.71902
C: 0.03363 -0.90651 4.24641
O: 0.71390 -1.33647 3.34518
H: -3.90301 -3.78030 6.47906
H: -2.50451 -4.72174 4.71617
H: -0.73059 -3.45443 3.71709
H: -3.22602 -1.60218 7.55109
H: -0.93099 2.66618 7.03100
H: 0.51836 4.20481 5.76809
H: 1.81388 3.28326 3.74866
H: 1.52418 1.06724 3.08273

Forces on the atoms, in the same order (eV/Å):
0.15 0.36 -0.71
-0.39 -1.10 -0.84
0.11 0.63 0.16
-0.09 0.30 0.05
-0.05 -0.39 0.54
-0.13 0.59 0.79
0.27 -0.28 0.01
0.10 -0.05 -0.01
-0.20 -0.02 -0.18
0.98 0.72 -0.65
-0.67 -1.03 0.11
-0.01 0.44 0.01
-0.28 -0.38 -0.05
-0.52 -0.12 0.37
0.09 0.36 0.27
0.51 -0.05 0.19
-0.33 -0.21 0.45
0.98 0.69 -0.97
-0.01 -0.11 1.06
-0.39 -0.08 -0.52
-0.25 0.07 -0.10
-0.09 -0.39 0.26
0.25 0.20 -0.09
-0.21 -0.07 -0.13
-0.10 0.16 0.23
-0.52 0.38 -1.20
0.89 -1.56 0.46
-0.48 0.93 -0.27
0.18 -0.11 0.15
0.04 0.10 0.02
0.15 -0.27 0.05
-0.08 0.07 0.25
0.09 -0.21 0.27
0.37 0.05 0.17
-0.10 0.44 0.18
-0.53 -0.14 -0.26
0.14 -0.58 -0.03
0.52 0.53 -0.65
-0.48 -0.28 -0.21
-0.28 -0.32 1.03
1.28 -0.45 -0.52
-1.16 0.35 -0.25
-0.33 1.01 -0.01
-0.09 -0.17 0.28
-0.58 0.07 -1.21
-0.16 0.56 0.38
-0.38 -0.50 0.02
0.40 0.28 -0.43
-0.78 0.38 0.53
1.10 -1.17 0.76
-0.29 0.97 -0.02
0.21 -0.52 -0.32
-0.04 0.13 0.04
-0.06 -0.14 0.38
0.13 0.08 -0.04
0.25 -0.10 0.24
0.34 -0.10 0.13
0.00 -0.02 0.07
0.10 0.00 -0.14
0.14 -0.01 0.00
-0.08 -1.09 0.78
-1.01 0.56 0.01
1.28 -0.05 -0.16
-1.15 0.25 0.56
-0.29 -0.59 -0.20
0.26 0.58 -0.47
1.43 0.05 -0.31
-1.01 0.08 0.13
-0.01 0.11 0.84
-0.35 0.08 -0.59
0.02 0.16 0.47
0.10 -0.32 -0.50
-0.03 -0.13 -0.23
-0.07 0.02 0.39
-0.13 -0.44 -0.57
0.93 0.24 0.10
0.01 0.25 -0.29
0.38 0.09 0.10
-0.05 -0.09 -0.22
-0.03 0.25 0.14
0.02 0.02 0.05
-0.02 0.04 -0.07
-0.19 0.00 0.18
0.04 0.13 -0.28
0.24 0.12 -0.51
-0.85 0.03 -0.42
0.44 -0.74 0.68
0.07 -0.50 -0.45
-0.30 1.50 -0.25
0.93 -0.93 0.79
0.08 -0.66 0.41
-0.45 0.17 -0.31
-0.01 -0.25 -0.46
0.61 0.26 0.81
-0.84 0.50 -0.08
-0.26 -1.51 -1.26
1.36 1.16 1.00
-1.53 0.40 -0.78
0.11 -0.17 -0.02
0.20 0.22 0.24
-0.43 -0.08 0.20
0.45 0.31 -0.02
-0.15 0.45 -0.01
-0.03 0.25 -0.27
0.08 -0.40 0.03
0.31 0.37 0.07
-0.03 0.03 0.29
0.11 -0.42 0.12
-0.11 -0.68 0.35
-1.33 0.08 -0.46
1.11 -0.29 0.39
-0.40 0.10 0.02
0.01 -0.81 -0.17
0.50 0.42 -0.36
-0.21 0.62 -0.37
0.10 -0.23 0.05
-0.32 -0.17 0.40
0.17 0.08 -0.29
0.06 0.28 0.25
0.20 -0.25 -0.01
-0.25 0.09 0.01
-0.11 -0.09 0.21
0.08 0.67 -0.08
0.26 -0.10 0.09
0.44 0.31 -0.11
0.14 0.06 0.27
-0.16 0.11 0.07
-0.24 0.02 0.22
-0.05 -0.14 0.13
-0.04 -0.11 -0.16
-0.08 -0.01 -0.02
0.26 -0.14 -0.07
0.20 -0.75 -0.02
-0.38 0.54 -1.09
0.69 -0.58 0.75
-0.55 0.16 -0.55
-0.11 -0.02 0.17
0.17 -0.18 0.03
0.39 -0.76 -0.68
-0.32 0.34 0.61
0.27 1.10 0.42
-0.77 -0.21 -0.90
0.81 -0.29 1.13
0.08 0.13 0.12
0.50 -0.18 -0.47
-0.71 -0.16 -0.36
0.37 0.22 0.81
-0.14 -0.38 -0.28
0.03 0.23 0.39
-0.08 -0.08 0.26
0.02 0.29 -0.30
-0.08 0.38 -0.18
0.23 0.03 0.19
-0.17 0.17 -0.39
-0.32 0.37 0.02
-0.08 -0.41 0.16

Löwdin population analysis, charges in e, atoms 1 to 8: 0.5651 -0.6510 -0.6979 0.5188 0.0189 0.0785 0.0414 0.0577

=====

Entry 2:
Density functional theory data (ωB97M-V with the def2-TZVPD basis set) for C17H18BrN5O8Pd as an isolated structure.

Properties
Relative energy (zero: lowest compared OMol25 entry of this formula, charge and spin), eV: 0.380
LUMO energy, eV: -0.48
Kohn-Sham gap, eV: 8.2
2S+1: 1

Atoms and positions in Å:
Pd: 0.61604 -0.18244 0.00202
O: 0.37595 -1.91324 3.65095
C: 0.13087 -1.65753 2.49165
O: 1.00563 -1.06400 1.71330
C: -1.16099 -2.09741 1.86064
C: -1.76422 -3.22846 2.37147
C: -2.88411 -3.75528 1.75193
C: -3.39599 -3.19660 0.59922
C: -2.77594 -2.07650 0.09624
C: -1.70792 -1.42172 0.74082
O: -1.34134 -0.21412 0.37503
N: -3.27674 -1.56128 -1.18320
O: -4.47025 -1.35261 -1.28538
O: -2.47546 -1.46756 -2.09185
N: -3.52527 -4.95187 2.30179
O: -3.03445 -5.44902 3.29544
O: -4.48164 -5.40637 1.70207
H: -1.34954 -3.69604 3.25294
H: -4.25022 -3.63019 0.10024
C: 2.23007 3.00475 -0.80909
N: 0.83985 3.32864 -1.07797
C: 0.60566 4.68924 -1.54150
C: -0.01905 2.31268 -1.34628
O: 0.42175 1.16010 -1.63249
N: -1.33892 2.57781 -1.33243
C: -1.94053 3.56950 -0.45666
C: -2.27782 1.66375 -1.96554
H: 2.70110 3.87528 -0.35536
H: 2.77162 2.74582 -1.72363
H: 2.29639 2.17406 -0.11198
H: 1.36437 4.95257 -2.28284
H: 0.66512 5.40245 -0.71768
H: -0.36740 4.77213 -2.01276
H: -1.18999 4.01151 0.19176
H: -2.68203 3.06848 0.16793
H: -2.44091 4.35816 -1.02319
H: -1.74250 0.94284 -2.57139
H: -2.96089 2.24122 -2.59137
H: -2.84751 1.12883 -1.20916
Br: 7.02873 -1.07071 -1.62058
C: 5.23074 -0.79671 -1.15078
C: 4.29361 -0.51679 -2.13228
C: 2.98454 -0.31372 -1.74370
N: 2.60178 -0.38574 -0.46374
C: 3.50656 -0.67161 0.47726
C: 4.83955 -0.87776 0.17391
H: 4.56786 -0.45888 -3.17500
H: 2.21056 -0.07574 -2.45895
H: 3.12609 -0.74661 1.48786
H: 5.54632 -1.10166 0.95881

Forces on the atoms, in the same order (eV/Å):
-0.13 0.15 0.10
0.03 -0.05 -0.05
-0.10 0.09 0.11
0.08 -0.02 -0.14
0.10 0.07 -0.20
0.02 0.00 0.00
-0.10 0.00 0.08
-0.05 0.02 -0.08
-0.10 0.17 0.13
-0.20 0.01 0.24
0.30 -0.27 -0.31
-0.07 -0.38 -0.05
0.06 0.16 0.04
0.08 0.21 0.05
0.27 -0.22 -0.22
-0.09 0.09 0.08
-0.09 0.09 0.08
0.01 0.01 0.00
0.00 -0.01 0.01
0.02 -0.01 -0.03
0.06 0.02 -0.03
0.00 0.01 0.02
-0.29 -0.01 -0.04
0.13 -0.07 0.16
0.12 -0.06 0.02
0.01 0.01 -0.01
-0.03 0.00 -0.02
0.00 0.00 0.01
0.01 0.00 0.01
-0.01 -0.01 0.00
0.01 -0.01 0.01
-0.01 0.01 0.00
-0.02 -0.01 -0.01
0.00 0.00 0.01
0.00 0.00 0.00
0.00 0.00 0.00
0.00 -0.02 0.00
0.00 -0.01 0.00
-0.01 -0.01 0.01
0.03 0.00 -0.01
-0.02 0.00 0.01
-0.02 0.00 0.00
0.05 -0.01 0.03
-0.05 0.04 0.02
0.01 0.01 0.03
-0.01 0.01 -0.02
0.01 0.00 0.00
-0.01 0.01 -0.01
0.00 0.00 -0.01
0.00 0.00 0.00

Löwdin population analysis, charges in e, atoms 1 to 8: 1.0766 0.0842 -0.5537 -0.1778 -0.0499 0.0774 -0.1315 0.0796

=====

Entry 3:
Density functional theory data (ωB97M-V with the def2-TZVPD basis set) for one molecule with the formula C8H12 at a distorted geometry.

Properties
Relative energy (zero: lowest compared OMol25 entry of this formula, charge and spin), eV: 3.468
LUMO energy, eV: 0.82
Kohn-Sham gap, eV: 9.0
SMILES: CC(C)=C(C)C1=CC1
2S+1: 1

Atoms and positions in Å:
C: 3.06201 0.25802 0.11272
C: 2.62563 -1.14243 0.09998
C: 1.64866 -0.30940 0.01198
C: 0.22333 0.19698 -0.06934
C: -0.95852 -0.43408 0.06255
C: 0.12782 1.73442 -0.13860
C: -2.14584 0.37295 -0.10475
C: -1.01189 -1.86518 0.12888
H: 3.32444 0.61755 1.10383
H: 3.45265 0.76145 -0.84599
H: 2.95694 -2.11872 -0.15734
H: -0.70606 2.05990 -0.73966
H: 1.02993 2.09504 -0.70433
H: -0.00738 2.07995 0.96016
H: -2.88392 -0.29762 -0.60343
H: -2.08203 1.36921 -0.76108
H: -2.53154 0.80334 0.83144
H: -1.12952 -2.48120 -0.90470
H: -1.74816 -2.29193 0.84815
H: -0.03960 -2.38957 0.51588

Forces on the atoms, in the same order (eV/Å):
-0.33 1.17 -0.92
-0.37 -1.08 -1.15
-2.03 0.81 0.40
1.13 1.25 0.34
3.06 0.98 -1.12
1.75 -0.39 0.61
-2.85 1.75 -1.57
1.02 -5.48 -0.24
0.51 0.62 -0.38
-0.19 -0.64 1.74
0.18 -0.60 0.30
0.13 0.24 0.16
-0.56 0.12 1.28
0.54 0.08 -1.99
-0.10 0.73 0.65
-0.16 -2.78 1.15
-0.19 -0.52 -0.01
-0.20 1.78 2.06
-0.01 0.49 -0.69
-1.34 1.47 -0.63

Löwdin population analysis, charges in e, atoms 1 to 8: -0.1289 -0.0421 -0.1476 -0.1773 -0.3888 -0.0668 -0.0884 -0.0916

=====

Entry 4:
Density functional theory data (ωB97M-V with the def2-TZVPD basis set) for C16H19BN6Sn as an isolated structure at a distorted geometry.

Properties
Relative energy (zero: lowest compared OMol25 entry of this formula, charge and spin), eV: 0.000
LUMO energy, eV: -8.81
Kohn-Sham gap, eV: 7.1
Net charge: +2
2S+1: 1

Atoms and positions in Å:
C: -2.17447 0.06240 2.47170
N: -1.64971 0.45210 1.28226
N: -2.65474 0.41571 0.34082
C: -3.77807 -0.06162 0.92863
C: -3.51185 -0.28459 2.28010
B: -2.31557 0.78480 -1.17284
N: -1.49781 2.14489 -1.24897
N: -0.35943 2.37582 -0.52332
C: 0.15545 3.58164 -0.86597
C: -0.67501 4.11538 -1.85648
C: -1.66858 3.17505 -2.08738
Sn: 0.41926 0.64914 0.59874
N: -1.32503 -0.28424 -1.73091
N: -0.05981 -0.45393 -1.22203
C: 0.55333 -1.41707 -1.95215
C: -0.33150 -1.86923 -2.94655
C: -1.49388 -1.10872 -2.77355
H: 1.55117 -1.73945 -1.74628
H: -2.42856 -1.06472 -3.31831
H: -0.13389 -2.64517 -3.67742
H: -3.33283 0.88408 -1.81577
H: -2.45563 3.11544 -2.82290
H: -4.66699 -0.26468 0.36471
H: -0.55063 5.06522 -2.34276
H: -4.17703 -0.67957 3.00555
H: 1.04584 3.97925 -0.39007
H: -1.58582 0.07099 3.37343
H: 2.68430 1.24539 -0.73756
C: 3.33088 1.82748 -0.07327
H: 3.64065 2.72957 -0.62921
H: 2.77278 2.07520 0.83615
H: 4.22848 1.24204 0.13243
C: 2.37591 -3.64987 2.11229
C: 2.80745 -3.06720 0.91833
C: 2.43275 -1.74387 0.61857
C: 1.52952 -1.09380 1.45605
C: 1.11320 -1.63244 2.66950
C: 1.55214 -2.93612 2.98907
H: 2.69687 -4.65644 2.35901
H: 3.42752 -3.61611 0.20696
H: 2.82114 -1.25925 -0.28440
H: 0.45369 -1.07499 3.34483
H: 1.23451 -3.38846 3.92896

Forces on the atoms, in the same order (eV/Å):
-0.54 -0.09 -0.99
0.10 0.10 0.12
0.39 -0.12 -0.16
1.33 0.28 0.27
0.79 0.30 -0.55
0.14 0.17 0.37
0.19 -0.39 0.33
0.79 -0.49 0.96
-1.01 -0.37 -0.55
0.57 0.08 0.25
0.21 -0.29 0.39
-1.63 -1.03 -1.17
0.22 -0.20 -0.21
-0.28 0.09 0.18
-1.56 0.10 -0.64
0.30 0.40 0.50
0.49 -0.06 0.29
0.12 -0.05 0.01
0.17 -0.22 0.02
-0.11 0.28 0.14
0.49 -0.18 0.17
-0.11 0.30 0.14
-0.19 0.20 -0.17
-0.02 0.04 -0.07
-0.42 -0.10 0.42
-0.22 -0.10 -0.15
0.01 -0.06 0.01
0.03 -0.12 -0.32
0.05 0.25 -0.52
-0.35 -0.30 0.40
0.44 0.22 0.13
-0.26 -0.01 0.28
-0.17 0.41 -0.10
-0.24 0.63 0.15
0.03 0.04 -0.47
0.32 0.12 0.33
-0.20 -0.10 0.10
-0.03 0.41 -0.23
-0.10 0.11 0.02
-0.07 0.22 0.33
-0.08 -0.25 0.46
0.35 -0.43 -0.23
0.07 0.18 -0.25

Löwdin population analysis, charges in e, atoms 1 to 8: -0.0781 -0.1060 -0.0040 0.0089 0.0056 -0.4144 -0.0114 -0.1024

=====

- What is the LUMO energy in the second record?
  -0.48 eV

=====

- Which of these has the lowest Kohn-Sham gap?
  C16H19BN6Sn